Molecular formula: C24H74O18
Method: DFT, wB97M-V/def2-TZVPD

Last columns: bonded neighbours and bond lengths (Å).
Element x y z (Å)
1 C 0.542 -2.817 -3.343  C2 1.526, O4 1.395, H5 1.152, H6 1.093
2 C -0.443 -2.413 -2.250  C1 1.526, O3 1.369, H7 1.105, H8 1.110
3 O -0.187 -3.167 -1.137  C2 1.369, H9 0.995
4 O 1.849 -2.573 -2.921  C1 1.395, H10 0.950
5 H 0.315 -2.169 -4.268  C1 1.152
6 H 0.436 -3.891 -3.514  C1 1.093
7 H -1.506 -2.511 -2.537  C2 1.105
8 H -0.264 -1.349 -1.991  C2 1.110
9 H -1.042 -3.537 -0.786  O3 0.995
10 H 2.460 -3.290 -3.034  O4 0.950
11 C 3.724 -3.759 -0.660  C12 1.490, O14 1.373, H15 1.091, H16 1.111
12 C 3.909 -2.380 -0.125  C11 1.490, O13 1.405, H17 1.061, H18 1.063
13 O 4.408 -2.352 1.189  C12 1.405, H19 0.980
14 O 2.503 -4.265 -0.289  C11 1.373, H20 1.000
15 H 4.479 -4.423 -0.235  C11 1.091
16 H 3.883 -3.761 -1.760  C11 1.111
17 H 3.042 -1.796 -0.306  C12 1.061
18 H 4.694 -1.912 -0.667  C12 1.063
19 H 3.656 -2.666 1.733  O13 0.980
20 H 1.787 -3.793 -0.804  O14 1.000
21 C 1.986 4.785 -1.086  C22 1.485, O24 1.432, H25 1.071, H26 1.091
22 C 3.052 5.376 -0.236  C21 1.485, O23 1.448, H27 1.080, H28 1.103
23 O 2.699 6.586 0.477  C22 1.448, H29 0.965
24 O 0.901 4.462 -0.210  C21 1.432, H30 0.967
25 H 2.395 3.948 -1.615  C21 1.071
26 H 1.579 5.538 -1.762  C21 1.091
27 H 3.904 5.583 -0.867  C22 1.080
28 H 3.400 4.643 0.511  C22 1.103
29 H 1.854 6.898 0.132  O23 0.965
30 H 0.970 3.521 0.002  O24 0.967
31 C 4.185 1.218 -0.400  C32 1.473, O34 1.404, H35 1.096, H36 1.106
32 C 4.324 1.089 1.061  C31 1.473, O33 1.402, H37 1.074, H38 1.094
33 O 5.576 0.551 1.392  C32 1.402, H39 0.976
34 O 2.928 1.728 -0.762  C31 1.404, H40 0.996
35 H 4.413 0.253 -0.867  C31 1.096
36 H 4.984 1.873 -0.794  C31 1.106
37 H 3.493 0.508 1.414  C32 1.074
38 H 4.239 2.108 1.449  C32 1.094
39 H 5.527 -0.421 1.332  O33 0.976
40 H 2.741 1.349 -1.663  O34 0.996
41 C -1.064 0.074 0.436  C42 1.507, O44 1.442, H45 1.097, H46 1.081
42 C 0.429 0.016 0.632  C41 1.507, O43 1.388, H47 1.119, H48 1.136
43 O 0.832 -0.136 1.952  C42 1.388, H49 0.974
44 O -1.702 1.270 0.926  C41 1.442, H50 0.995
45 H -1.547 -0.838 0.810  C41 1.097
46 H -1.233 -0.061 -0.624  C41 1.081
47 H 0.770 0.995 0.211  C42 1.119
48 H 0.877 -0.857 0.062  C42 1.136
49 H 0.399 0.606 2.411  O43 0.974
50 H -1.527 1.997 0.268  O44 0.995
51 O 1.969 0.078 -3.197  H52 0.981, H53 0.988
52 H 2.084 -0.891 -3.097  O51 0.981
53 H 1.168 0.229 -3.757  O51 0.988
54 C 1.735 -4.942 2.838  C55 1.510, H57 1.095, H58 1.092, H59 1.053
55 C 1.098 -3.604 2.548  C54 1.510, O56 1.416, H60 1.115, H61 1.090
56 O 2.032 -2.541 2.591  C55 1.416, H62 0.951
57 H 2.106 -4.996 3.867  C54 1.095
58 H 2.548 -5.137 2.136  C54 1.092
59 H 1.073 -5.736 2.638  C54 1.053
60 H 0.348 -3.452 3.359  C55 1.115
61 H 0.470 -3.540 1.659  C55 1.090
62 H 1.592 -1.699 2.541  O56 0.951
63 C 1.704 3.028 3.064  C64 1.465, H66 1.094, H67 1.101, H68 1.099
64 C 0.280 3.310 3.259  C63 1.465, O65 1.461, H69 1.080, H70 1.120
65 O -0.259 2.019 3.683  C64 1.461, H71 0.965
66 H 2.225 3.912 2.684  C63 1.094
67 H 1.848 2.159 2.404  C63 1.101
68 H 2.073 2.738 4.058  C63 1.099
69 H -0.154 3.641 2.326  C64 1.080
70 H 0.181 4.069 4.077  C64 1.120
71 H -1.222 1.976 3.719  O65 0.965
72 C -2.295 -3.831 1.971  C73 1.506, H75 1.084, H76 1.070, H77 1.066
73 C -3.290 -4.283 0.935  C72 1.506, O74 1.436, H78 1.085, H79 1.090
74 O -2.562 -4.439 -0.293  C73 1.436, H80 1.007
75 H -2.772 -3.765 2.942  C72 1.084
76 H -1.848 -2.876 1.787  C72 1.070
77 H -1.487 -4.516 2.091  C72 1.066
78 H -3.993 -3.490 0.706  C73 1.085
79 H -3.820 -5.206 1.168  C73 1.090
80 H -3.076 -4.925 -1.010  O74 1.007
81 C -0.108 2.839 -3.726  C82 1.531, H84 1.121, H85 1.125, H86 1.093
82 C -0.910 1.544 -3.568  C81 1.531, O83 1.440, H87 1.052, H88 1.059
83 O -0.489 0.559 -4.531  C82 1.440, H89 0.952
84 H 0.605 2.959 -2.870  C81 1.121
85 H -0.765 3.752 -3.691  C81 1.125
86 H 0.509 2.865 -4.628  C81 1.093
87 H -1.948 1.698 -3.641  C82 1.052
88 H -0.790 1.241 -2.560  C82 1.059
89 H -0.921 0.836 -5.333  O83 0.952
90 C -3.450 0.068 3.917  C91 1.484, H93 1.078, H94 1.103, H95 1.081
91 C -4.248 -0.613 2.868  C90 1.484, O92 1.464, H96 1.099, H97 1.092
92 O -4.072 0.068 1.584  C91 1.464, H98 0.980
93 H -2.402 -0.175 3.856  C90 1.078
94 H -3.793 -0.154 4.942  C90 1.103
95 H -3.444 1.144 3.816  C90 1.081
96 H -5.332 -0.533 3.034  C91 1.099
97 H -3.952 -1.660 2.778  C91 1.092
98 H -3.218 0.547 1.603  O92 0.980
99 C -3.915 3.173 -1.107  C100 1.492, H102 1.081, H103 1.116, H104 1.100
100 C -2.750 4.100 -1.001  C99 1.492, O101 1.396, H105 1.076, H106 1.094
101 O -1.557 3.377 -0.966  C100 1.396, H107 0.952
102 H -4.868 3.684 -1.121  C99 1.081
103 H -3.978 2.550 -0.183  C99 1.116
104 H -3.868 2.525 -1.995  C99 1.100
105 H -2.856 4.779 -0.172  C100 1.076
106 H -2.730 4.758 -1.875  C100 1.094
107 H -0.855 4.019 -0.915  O101 0.952
108 C -3.248 -0.577 -2.406  C109 1.535, H111 1.080, H112 1.092, H113 1.094
109 C -3.835 -1.604 -1.426  C108 1.535, O110 1.407, H114 1.071, H115 1.086
110 O -5.011 -1.172 -0.786  C109 1.407, H116 0.969
111 H -3.940 -0.415 -3.220  C108 1.080
112 H -2.241 -0.810 -2.758  C108 1.092
113 H -3.069 0.300 -1.777  C108 1.094
114 H -3.114 -1.796 -0.658  C109 1.071
115 H -3.992 -2.582 -1.871  C109 1.086
116 H -4.832 -0.424 -0.197  O110 0.969

Its HOMO-LUMO gap is 9.7 eV. The energy above the lowest of the compared OMol25 structures with the same formula, charge and spin is 4.2 kJ/mol. As for the LUMO energy: 0.3 eV. The calculation puts the highest occupied orbital energy at -9.4 eV. The total energy is -2312.98964 Eh.